# 1
This record from the OMol25 dataset describes 2 unconnected molecules or ions with the total composition C2H3BrClNO. The level of theory is the ωB97M-V functional and the def2-TZVPD basis.

Gap between HOMO and LUMO ... 9.18 eV

Last columns: bonded neighbours and bond lengths (Å).
Element x y z (Å)
1 C -0.502 0.238 -0.997  N3 1.270, O4 1.184
2 C 0.511 -1.650 -0.686  Cl5 1.796, Br6 1.867, H7 1.116
3 N -0.109 0.995 -0.056  C1 1.270, H8 1.023, H9 0.992
4 O -1.300 0.261 -1.872  C1 1.184
5 Cl 1.482 -1.447 0.810  C2 1.796
6 Br 1.495 -2.060 -2.219  C2 1.867
7 H -0.320 -2.281 -0.290  C2 1.116
8 H 0.263 0.524 0.772  N3 1.023
9 H 0.269 1.911 -0.101  N3 0.992

=====

# 2
This record from the OMol25 dataset describes 2 unconnected molecules or ions with the total composition C41H38FN4. The level of theory is the ωB97M-V functional and the def2-TZVPD basis.

Total charge ... +1
Gap between HOMO and LUMO ... 5.76 eV

Last columns: bonded neighbours and bond lengths (Å).
Element x y z (Å)
1 C -4.754 -3.074 -3.388  N2 1.461, H22 1.087, H23 1.087, H24 1.088
2 N -4.113 -1.762 -3.454  C1 1.461, C3 1.371, C17 1.403
3 C -2.990 -1.400 -2.756  N2 1.371, C4 1.397, H25 1.074
4 C -2.675 -0.065 -3.025  C3 1.397, C5 1.415, C16 1.449
5 C -1.641 0.673 -2.402  C4 1.415, C6 1.425, H26 1.077
6 C -1.198 1.976 -2.769  C5 1.425, C7 1.400, C11 1.446
7 C -1.082 2.531 -4.049  C6 1.400, N8 1.370, H27 1.075
8 N -0.709 3.845 -3.942  C7 1.370, C9 1.458, C10 1.403
9 C -0.531 4.758 -5.065  N8 1.458, H28 1.088, H29 1.088, H30 1.087
10 C -0.558 4.180 -2.588  N8 1.403, C11 1.405, C15 1.398
11 C -0.831 3.021 -1.840  C6 1.446, C10 1.405, C12 1.399
12 C -0.831 3.067 -0.442  C11 1.399, C13 1.374, H31 1.075
13 C -0.565 4.263 0.180  C12 1.374, C14 1.400, H32 1.078
14 C -0.293 5.416 -0.566  C13 1.400, C15 1.375, H33 1.078
15 C -0.281 5.388 -1.940  C10 1.398, C14 1.375, H34 1.076
16 C -3.704 0.418 -3.923  C4 1.449, C17 1.408, C21 1.401
17 C -4.576 -0.656 -4.182  N2 1.403, C16 1.408, C18 1.399
18 C -5.694 -0.485 -5.006  C17 1.399, C19 1.375, H35 1.076
19 C -5.935 0.757 -5.544  C18 1.375, C20 1.399, H36 1.078
20 C -5.092 1.838 -5.265  C19 1.399, C21 1.374, H37 1.079
21 C -3.989 1.680 -4.462  C16 1.401, C20 1.374, H38 1.073
22 H -5.654 -3.100 -3.996  C1 1.087
23 H -4.073 -3.842 -3.746  C1 1.087
24 H -5.026 -3.307 -2.361  C1 1.088
25 H -2.444 -2.057 -2.105  C3 1.074
26 H -1.227 0.250 -1.502  C5 1.077
27 H -1.244 2.030 -4.986  C7 1.075
28 H -0.270 5.754 -4.714  C9 1.088
29 H 0.259 4.398 -5.721  C9 1.088
30 H -1.456 4.819 -5.634  C9 1.087
31 H -1.060 2.184 0.126  C12 1.075
32 H -0.590 4.322 1.256  C13 1.078
33 H -0.111 6.346 -0.053  C14 1.078
34 H -0.092 6.277 -2.516  C15 1.076
35 H -6.346 -1.318 -5.201  C18 1.076
36 H -6.790 0.901 -6.185  C19 1.078
37 H -5.316 2.806 -5.684  C20 1.079
38 H -3.358 2.517 -4.236  C21 1.073
39 F 3.020 -0.594 0.215  C40 1.362
40 C 2.715 -1.185 1.403  F39 1.362, C41 1.525, C47 1.523, C53 1.561
41 C 3.386 -2.554 1.456  C40 1.525, C42 1.382, C46 1.386
42 C 4.307 -2.875 0.477  C41 1.382, C43 1.379, H64 1.077
43 C 4.962 -4.089 0.487  C42 1.379, C44 1.379, H65 1.079
44 C 4.709 -4.994 1.497  C43 1.379, C45 1.381, H66 1.078
45 C 3.802 -4.681 2.490  C44 1.381, C46 1.381, H67 1.078
46 C 3.135 -3.473 2.462  C41 1.386, C45 1.381, H68 1.075
47 C 3.201 -0.273 2.521  C40 1.523, C48 1.387, C52 1.382
48 C 4.118 -0.666 3.485  C47 1.387, C49 1.380, H69 1.075
49 C 4.544 0.221 4.453  C48 1.380, C50 1.380, H70 1.078
50 C 4.055 1.511 4.473  C49 1.380, C51 1.379, H71 1.078
51 C 3.149 1.914 3.515  C50 1.379, C52 1.378, H72 1.078
52 C 2.734 1.028 2.544  C47 1.382, C51 1.378, H73 1.076
53 C 1.159 -1.308 1.444  C40 1.561, C54 1.540, N57 1.502, H74 1.096
54 C 0.631 -2.222 0.323  C53 1.540, C55 1.540, H75 1.097, H76 1.096
55 C -0.472 -3.085 0.966  C54 1.540, C56 1.534, H77 1.098, H78 1.096
56 C -0.653 -2.536 2.387  C55 1.534, N57 1.489, H79 1.094, H80 1.093
57 N 0.581 -1.784 2.746  C53 1.502, C56 1.489, C58 1.438
58 C 0.532 -0.909 3.886  N57 1.438, C59 1.388, C63 1.389
59 C -0.199 0.270 3.864  C58 1.388, C60 1.373, H81 1.075
60 C -0.204 1.088 4.966  C59 1.373, N61 1.323, H82 1.079
61 N 0.447 0.844 6.092  C60 1.323, C62 1.324
62 C 1.130 -0.290 6.112  N61 1.324, C63 1.374, H83 1.079
63 C 1.203 -1.184 5.071  C58 1.389, C62 1.374, H84 1.076
64 H 4.505 -2.150 -0.293  C42 1.077
65 H 5.666 -4.328 -0.294  C43 1.079
66 H 5.222 -5.943 1.508  C44 1.078
67 H 3.617 -5.387 3.284  C45 1.078
68 H 2.420 -3.230 3.227  C46 1.075
69 H 4.508 -1.668 3.471  C48 1.075
70 H 5.264 -0.090 5.193  C49 1.078
71 H 4.382 2.204 5.231  C50 1.078
72 H 2.763 2.920 3.520  C51 1.078
73 H 2.046 1.345 1.780  C52 1.076
74 H 0.747 -0.304 1.290  C53 1.096
75 H 0.257 -1.639 -0.528  C54 1.097
76 H 1.445 -2.838 -0.075  C54 1.096
77 H -1.404 -3.045 0.387  C55 1.098
78 H -0.168 -4.138 1.000  C55 1.096
79 H -1.495 -1.839 2.434  C56 1.094
80 H -0.838 -3.321 3.125  C56 1.093
81 H -0.753 0.529 2.980  C59 1.075
82 H -0.778 2.001 4.935  C60 1.079
83 H 1.662 -0.512 7.025  C62 1.079
84 H 1.781 -2.087 5.153  C63 1.076